Entry 1:
Computed, not measured: the molecule C11H9NO2 at a distorted geometry, with ωB97M-V/def2-TZVPD.

```
23
Properties=species:S:1:pos:R:3:forces:R:3
C 3.119 -0.387 0.547 0.788 -1.468 -3.376
C 2.143 0.025 -0.254 -0.435 -0.907 0.265
C 1.019 0.329 -0.914 0.123 0.581 1.285
O 1.063 1.333 -1.843 -1.443 0.256 -1.338
C -0.320 -0.286 -0.496 1.380 -0.831 -1.281
C -0.224 -1.674 -0.466 -0.660 -1.826 0.067
C -1.278 -2.490 -0.039 -1.656 2.256 1.534
C -2.509 -1.805 0.238 0.099 -1.064 0.152
C -2.686 -0.461 0.090 3.267 -0.651 -1.263
C -1.554 0.301 -0.287 -0.706 0.880 0.721
C -1.769 1.783 -0.285 -1.375 -0.138 -0.215
O -2.829 2.248 -0.719 1.292 0.028 0.589
N -0.712 2.469 0.154 -1.474 0.088 -0.576
C -0.025 3.147 0.923 -0.489 -1.257 0.186
H 3.970 -1.173 0.238 -2.339 1.599 0.648
H 3.321 0.169 1.398 0.421 0.865 1.710
H 0.226 1.377 -2.403 1.543 -0.320 1.296
H 0.660 -2.151 -0.871 0.244 0.127 0.505
H -1.229 -3.456 0.446 0.519 -0.483 -1.061
H -3.430 -2.265 0.605 0.636 -0.745 -0.079
H -3.640 -0.098 0.230 -1.607 1.393 0.298
H 0.840 3.433 0.471 2.804 1.532 -0.919
H -0.069 3.286 1.980 -0.933 0.087 0.851
```
Positions in Å, forces in eV/Å.

The energy above the lowest of the compared OMol25 structures with the same formula, charge and spin is 37.7 kcal/mol. The value obtained for the HOMO energy is -0.3163 Eh. As for the SMILES: C=C=C(O)c1ccccc1C(=O)N=C. The LUMO energy comes out at 0.285 eV.


Entry 2:
Computed, not measured: a structure of composition C26H52Cl2N3O5Si2V at a distorted geometry, with ωB97M-V/def2-TZVPD.

```
91
Properties=species:S:1:pos:R:3:forces:R:3
C -2.800 -0.133 -5.086 0.673 0.445 0.485
C -1.679 -0.909 -4.368 -1.662 -2.526 0.635
H -2.364 0.717 -5.619 -0.202 0.101 -0.085
H -3.523 0.240 -4.351 0.153 0.227 -0.060
H -3.371 -0.742 -5.794 0.412 -0.131 0.070
C -1.067 -2.019 -5.012 -0.033 -0.202 0.336
C -0.685 -2.031 -6.452 0.360 0.507 -0.154
H -1.053 -2.999 -4.527 0.031 0.481 0.113
H -0.024 -1.157 -6.608 -0.028 -0.321 -0.590
H -1.518 -1.948 -7.179 0.017 0.039 -0.041
H -0.127 -2.951 -6.719 -0.158 0.458 0.121
V -1.210 1.389 1.644 1.902 0.351 -1.078
Cl -2.826 2.933 1.276 -0.167 0.544 0.651
C 1.155 -2.952 1.650 1.054 0.761 -0.219
O 2.204 -2.363 1.325 -1.674 -1.406 0.703
N 1.125 -3.908 2.611 0.075 -0.302 0.002
C 2.388 -4.408 3.157 -0.329 0.148 -0.173
C -0.072 -4.714 2.855 -0.028 0.143 -0.282
H 0.157 -2.733 1.196 0.557 0.014 0.199
H 3.084 -3.569 3.266 -0.142 -0.291 -0.015
H 2.832 -5.167 2.490 -0.053 0.230 0.231
H 2.162 -4.866 4.128 0.254 0.137 -0.197
H -0.953 -4.054 2.883 0.312 -0.389 0.005
H 0.059 -5.211 3.830 -0.248 0.206 -0.378
H -0.226 -5.476 2.067 0.099 0.260 0.400
H 2.353 3.604 3.709 -0.160 0.376 -0.269
H -0.344 5.509 4.992 0.372 0.406 -0.424
C 2.162 4.630 3.351 0.026 -0.061 0.153
C 0.168 5.968 4.118 -0.489 -0.162 -0.206
N 0.726 4.923 3.251 0.080 -0.363 -0.370
H 2.678 4.794 2.392 -0.334 -0.224 0.257
C -0.103 4.175 2.498 0.596 -0.914 -0.416
O 0.247 3.122 1.891 -0.876 1.380 1.172
H -0.569 6.564 3.543 0.425 -0.222 0.431
H -1.136 4.575 2.453 0.295 -0.431 -0.049
H 2.569 5.341 4.079 0.036 -0.298 -0.177
H 0.994 6.608 4.457 -0.464 -0.127 -0.119
H 1.494 0.633 -2.832 0.328 -0.319 -0.135
H 2.955 -2.399 -2.539 0.112 0.150 0.500
C 2.506 0.204 -2.738 -0.269 0.226 -0.058
C 3.276 -1.895 -1.609 0.058 0.535 0.240
N 2.583 -0.605 -1.529 -0.153 0.584 0.382
H 3.232 1.045 -2.691 -0.248 -0.455 -0.104
C 2.116 -0.069 -0.354 -0.763 -0.148 -0.083
O 1.262 0.831 -0.270 1.250 -0.884 -0.262
H 3.005 -2.497 -0.730 0.160 0.173 -0.396
H 2.541 -0.559 0.539 -0.348 0.282 -0.378
H 2.737 -0.449 -3.593 -0.221 0.393 0.166
H 4.372 -1.750 -1.644 -0.293 -0.172 -0.027
O -0.970 0.010 -3.279 0.584 0.497 0.300
C -1.850 -1.005 -2.843 0.087 0.602 -1.780
C -0.151 -2.832 -2.271 0.219 0.270 0.625
C -1.395 -2.209 -2.099 -0.889 -0.817 -0.237
H 0.587 -2.359 -2.925 -0.330 -0.117 0.346
C 0.126 -4.036 -1.614 -1.073 0.165 0.129
H -2.817 -0.616 -2.502 0.166 -0.148 0.303
C -2.410 -2.910 -1.397 1.187 0.958 -0.042
H 1.084 -4.500 -1.728 0.457 -0.201 -0.103
C -0.865 -4.679 -0.848 0.476 -0.004 -0.256
C -2.118 -4.089 -0.734 -0.555 -0.309 0.052
H -3.387 -2.434 -1.351 0.080 -0.233 0.177
H -0.673 -5.670 -0.409 -0.026 0.558 -0.086
H -2.915 -4.561 -0.151 0.275 -0.051 -0.160
Si -0.433 2.953 -2.430 0.297 2.165 1.148
Cl -2.650 -0.140 1.105 -0.631 -0.998 -0.348
C 1.203 3.605 -1.591 0.695 -0.282 0.013
C -1.543 4.296 -1.519 -0.852 -0.397 0.122
C -0.490 3.584 -4.214 0.018 -0.348 -0.391
H 1.652 2.838 -0.926 -0.176 0.484 -0.501
H 0.982 4.494 -0.956 0.068 -0.553 -0.519
H 1.957 3.917 -2.345 -0.248 -0.243 0.305
H 0.376 3.181 -4.766 -0.402 0.152 -0.063
H -0.497 4.693 -4.285 0.062 -0.577 0.183
H -1.424 3.192 -4.657 0.455 0.195 -0.064
H -2.356 3.782 -0.976 0.146 0.553 -0.403
H -1.993 5.039 -2.219 0.238 -0.519 0.301
H -0.975 4.858 -0.746 -0.254 -0.394 -0.499
C -1.800 1.262 4.634 0.324 0.488 0.017
Si -0.533 -0.018 3.952 -0.075 -0.880 0.785
C 1.146 -0.046 4.826 0.054 0.062 0.262
C -1.521 -1.631 4.016 0.106 -0.075 0.269
O 0.001 0.243 2.436 -1.162 1.194 -0.340
H -2.218 0.856 5.570 0.209 -0.037 -0.246
H -2.676 1.507 4.005 0.387 -0.270 0.056
H -1.327 2.220 4.902 -0.076 -0.145 -0.081
H 1.259 0.531 5.753 -0.116 -0.169 -0.106
H 1.475 -1.078 5.015 -0.121 0.179 0.040
H 1.843 0.365 4.077 -0.240 -0.082 0.274
H -1.807 -1.948 3.005 0.182 0.117 0.182
H -0.931 -2.422 4.495 -0.130 0.013 -0.083
H -2.459 -1.514 4.581 0.286 -0.009 -0.090
```
Positions in Å, forces in eV/Å.

The energy above the lowest of the compared OMol25 structures with the same formula, charge and spin is 42.3 kcal/mol. The value obtained for the HOMO energy (alpha / beta) is -0.0617 / -0.0529 Eh. The total charge is -1. The LUMO energy (alpha / beta) comes out at 1.890 / 1.877 eV. As for the spin multiplicity: 4.


Entry 3:
Computed, not measured: a structure of composition C16H14AsF6N6NiSbSe4 at a distorted geometry, with ωB97M-V/def2-TZVPD.

```
49
Properties=species:S:1:pos:R:3:forces:R:3
Ni -0.933 0.102 -0.824 2.704 9.133 0.101
N -0.607 -0.635 3.787 0.243 -0.191 0.552
C -1.107 -0.537 2.545 0.093 0.123 -0.481
N -0.413 -0.192 1.520 0.460 0.564 0.789
C 0.943 0.074 1.651 -1.209 -0.438 -1.309
N 1.674 0.274 0.593 1.466 0.203 1.122
N 1.088 0.201 -0.597 0.376 -0.453 -2.255
C 1.859 0.002 -1.651 -0.571 0.444 3.389
C 1.280 -0.196 -2.926 -1.782 -0.349 -2.164
C 2.038 -0.451 -4.080 -0.023 0.204 1.117
C 1.390 -0.705 -5.263 -0.620 -0.051 -0.420
C -0.005 -0.703 -5.292 0.600 -0.130 -0.192
C -0.692 -0.464 -4.120 0.134 0.102 0.336
N -0.079 -0.209 -2.975 1.173 0.373 -0.920
C 1.544 0.025 2.957 0.089 -0.010 0.498
C 2.897 0.284 3.173 -0.100 -0.056 0.324
C 3.417 0.161 4.444 0.206 0.084 -0.218
C 2.608 -0.220 5.507 -0.391 -0.105 0.023
C 1.267 -0.489 5.306 0.293 0.032 0.170
C 0.733 -0.368 4.033 0.089 0.131 -0.396
H -1.169 -1.014 4.534 0.005 0.050 -0.157
H -2.161 -0.767 2.419 0.020 0.022 -0.042
H 2.921 -0.130 -1.487 0.127 0.205 -0.024
H 3.114 -0.459 -4.000 0.163 -0.024 -0.094
H 1.953 -0.920 -6.159 0.040 0.001 -0.073
H -0.551 -0.910 -6.197 -0.011 -0.050 -0.162
H -1.776 -0.501 -4.089 0.036 0.059 0.071
H 3.510 0.559 2.328 0.017 0.000 -0.042
H 4.467 0.342 4.612 0.139 0.051 0.031
H 3.028 -0.320 6.497 0.040 -0.020 0.088
H 0.632 -0.804 6.119 -0.055 -0.036 0.161
C -1.419 4.380 -0.852 -0.534 0.679 0.329
C -0.834 3.155 -1.303 0.340 -0.074 -0.263
N -0.345 2.186 -1.666 0.081 0.546 -0.328
H -2.501 4.335 -0.992 0.149 -0.009 0.038
H -1.014 5.213 -1.425 0.027 0.022 0.056
H -1.210 4.520 0.211 -0.007 0.016 -0.128
Se 1.196 -4.854 1.118 0.232 0.633 -0.037
Sb -0.214 -4.096 -0.724 1.089 -1.725 1.864
Se -0.727 -1.735 -0.803 -1.344 -11.537 -0.101
Se 0.774 -5.074 -2.725 -0.035 -0.167 -0.919
Se -2.207 -5.462 -0.371 -0.081 0.537 -0.721
F -2.657 0.508 -1.919 -0.668 0.554 0.187
As -3.502 0.924 -0.421 -1.765 -0.646 1.163
F -4.319 1.269 1.079 -0.099 0.129 -0.454
F -2.065 1.608 0.382 -0.463 0.054 -0.631
F -3.845 2.504 -1.080 0.089 -0.387 0.196
F -3.050 -0.662 0.230 -0.809 1.228 -0.155
F -4.929 0.252 -1.107 0.045 0.281 0.081
```
Positions in Å, forces in eV/Å.

The energy above the lowest of the compared OMol25 structures with the same formula, charge and spin is 122.2 kcal/mol. The value obtained for the HOMO energy (alpha / beta) is -0.1386 / -0.1363 Eh. The total charge is -1. The LUMO energy (alpha / beta) comes out at 1.116 / 0.874 eV. As for the spin multiplicity: 2.


Entry 4:
Computed, not measured: a structure of composition C4H9NO at a distorted geometry, with ωB97M-V/def2-TZVPD.

```
15
Properties=species:S:1:pos:R:3:forces:R:3
C -2.216 0.027 -0.013 -2.011 -0.171 0.494
C -0.888 -0.480 -0.539 -0.385 0.806 -1.318
C 0.176 0.049 0.703 0.358 -0.805 0.937
C 1.558 -0.375 0.107 1.537 3.200 1.603
H -2.482 -0.864 1.131 0.232 3.248 -3.529
H -2.017 1.475 0.399 -1.068 -4.698 -1.272
H -3.020 -0.108 -1.061 1.780 0.615 3.916
H -0.958 -1.811 -0.874 0.684 4.411 1.514
H -0.866 0.162 -1.692 1.019 -1.938 3.542
H 0.146 1.478 1.162 -0.172 -4.704 -1.801
H -0.013 -0.814 1.872 0.489 2.967 -3.888
H 2.704 1.808 -0.234 -1.651 -3.700 0.283
H 3.428 0.284 -0.788 -2.567 0.780 1.649
N 2.559 0.693 -0.252 1.757 -0.078 -1.407
O 1.888 -1.525 0.078 -0.003 0.068 -0.723
```
Positions in Å, forces in eV/Å.

The energy above the lowest of the compared OMol25 structures with the same formula, charge and spin is 230.5 kcal/mol. The value obtained for the HOMO energy is -0.3624 Eh. The LUMO energy comes out at 0.457 eV.